1.
{
  "formula": "C10H8FNO2S",
  "method": "ωB97M-V/def2-TZVPD",
  "orbital_gap_ev": [6.689, 6.656],
  "max_force_ev_per_a": 3.892,
  "homo_energy_ev": [-8.7, -8.5],
  "e_lumo_ev": [-2.0, -1.8],
  "elements": ["C", "C", "C", "C", "C", "C", "C", "C", "C", "C", "N", "O", "O", "F", "S", "H", "H", "H", "H", "H", "H", "H", "H"],
  "coordinates": [[2.638812, -0.038188, -0.963031], [3.083459, 0.330004, 0.346016], [1.641621, -0.959279, -1.216209], [2.395722, -0.269269, 1.406802], [0.861469, -1.389191, -0.180851], [1.285736, -1.082272, 1.139140], [-0.407020, -2.176538, -0.415276], [-1.761880, -0.066351, -0.002779], [-1.611135, -1.439305, -0.283959], [-3.558811, 1.563670, 0.537966], [-0.378873, -3.417848, -0.799281], [-0.750148, 0.645670, 0.045237], [-3.075556, 0.259664, 0.231885], [-2.666739, -2.245502, -0.444784], [0.332799, -1.686939, 2.397992], [3.381726, 0.367000, -1.747522], [4.036610, 0.961004, 0.549109], [1.590119, -1.309142, -2.183462], [2.826992, -0.354221, 2.340922], [-3.121165, 1.812376, 1.523254], [-4.662355, 1.324677, 0.432728], [-3.473111, 2.276927, -0.295990], [-1.301038, -3.783142, -0.961943]],
  "atomic_forces_ev_per_a": [[3.5, 1.7, 0.2], [0.0, -0.2, 0.2], [0.8, 1.0, 1.1], [0.6, -0.1, -2.7], [0.1, -0.5, 0.4], [-1.1, -0.2, -0.2], [1.3, -0.5, -0.5], [0.3, 2.7, 0.8], [-0.6, -2.6, -0.4], [-1.3, -0.8, -0.6], [1.0, 1.2, 0.4], [-2.5, -0.3, 0.0], [1.8, -1.1, -1.0], [-0.5, 0.9, 0.2], [0.0, -0.2, 0.7], [-1.8, -0.9, 0.7], [-1.9, -1.2, -0.6], [-0.8, -0.7, -2.0], [0.5, 0.5, 2.1], [-0.8, 0.6, -0.6], [1.0, 0.7, 1.3], [1.0, 0.0, 0.5], [-0.6, -0.1, 0.0]],
  "nbo_charge": [-0.147, -0.211, -0.228, -0.172, 0.015, -0.229, 0.143, 0.661, 0.364, -0.268, -0.524, -0.549, -0.508, -0.295, 0.088, 0.219, 0.231, 0.225, 0.222, 0.210, 0.209, 0.197, 0.345]
}



2.
{
  "formula": "C10H8IO3",
  "method": "ωB97M-V/def2-TZVPD",
  "charge": -1,
  "orbital_gap_ev": 6.886,
  "max_force_ev_per_a": 1.294,
  "homo_energy_ev": -3.8,
  "e_lumo_ev": 3.0,
  "elements": ["C", "C", "C", "C", "C", "C", "C", "C", "C", "C", "O", "O", "O", "I", "H", "H", "H", "H", "H", "H", "H", "H"],
  "coordinates": [[2.241365, -1.927510, 1.027198], [0.932319, -2.281188, 0.739580], [2.595885, -0.591132, 1.089182], [-0.021761, -1.310644, 0.502292], [1.648270, 0.388564, 0.844443], [0.341551, 0.033131, 0.540325], [-1.522855, 0.795501, -1.043349], [-1.094469, 2.028070, 1.207964], [-2.455822, 1.918645, -1.408952], [-0.679092, 1.054103, 0.209339], [-1.676138, 2.361515, 2.178769], [-1.225135, -0.113434, -1.790930], [-0.230409, 2.485290, 0.333144], [-4.222460, -0.545430, 0.237355], [2.981738, -2.696898, 1.201940], [0.651446, -3.323944, 0.696715], [3.609262, -0.297857, 1.320071], [-1.042176, -1.579860, 0.284046], [1.927341, 1.430858, 0.878679], [-1.870209, 2.721511, -1.865572], [-3.178513, 1.550943, -2.131898], [-2.977232, 2.306752, -0.539173]],
  "atomic_forces_ev_per_a": [[0.1, -0.1, 0.0], [0.0, -0.1, 0.1], [0.0, 0.0, 0.0], [0.0, 0.1, 0.0], [-0.1, 0.0, 0.0], [0.2, -0.1, 0.0], [0.5, 0.2, -0.9], [-0.5, -1.0, 0.2], [-0.1, -0.1, -0.2], [-0.6, -0.9, 0.4], [0.1, 0.5, 0.2], [-0.2, 0.6, 0.5], [0.7, 1.0, -0.5], [0.0, -0.1, 0.2], [0.0, 0.0, 0.0], [0.0, -0.1, 0.0], [0.1, 0.0, 0.0], [-0.2, 0.0, 0.0], [0.0, 0.1, 0.0], [0.1, 0.0, 0.0], [0.0, 0.0, 0.1], [-0.1, 0.0, 0.0]],
  "nbo_charge": [-0.224, -0.200, -0.222, -0.192, -0.232, 0.021, 0.615, 0.801, -0.727, 0.001, -0.521, -0.535, -0.471, -0.923, 0.201, 0.209, 0.202, 0.262, 0.218, 0.218, 0.254, 0.246]
}



3.
{
  "formula": "C10H8N5O7",
  "method": "ωB97M-V/def2-TZVPD",
  "charge": -1,
  "smiles": "CC(=O)N(C(C)=O)[C@H]1C(=[N+]([O-])[O-])C=C([N+](=O)[O-])c2nonc21",
  "orbital_gap_ev": 7.251,
  "max_force_ev_per_a": 3.519,
  "homo_energy_ev": -5.1,
  "e_lumo_ev": 2.1,
  "elements": ["C", "C", "N", "C", "C", "O", "O", "H", "H", "H", "H", "H", "H", "O", "N", "O", "C", "C", "C", "N", "O", "O", "C", "C", "N", "O", "N", "C", "H", "H"],
  "coordinates": [[-1.853506, -2.093799, 1.706835], [-0.705533, -2.572093, 0.812140], [0.592662, -2.371703, 1.252744], [1.569061, -2.027275, 0.273187], [2.825915, -1.274967, 0.731799], [1.449555, -2.272591, -0.909144], [-0.985395, -3.084334, -0.246851], [-1.513700, -1.568347, 2.622178], [-2.480814, -1.437925, 1.062716], [-2.460013, -2.982395, 1.993062], [2.617056, -0.629179, 1.608369], [3.630297, -2.008693, 0.971125], [3.147555, -0.672094, -0.142698], [-0.186980, -6.310190, 6.235714], [-0.378332, -5.099214, 6.183481], [-0.859891, -4.452152, 7.167216], [-0.018286, -4.357223, 4.949276], [-0.077908, -2.966015, 5.046914], [0.436545, -2.150895, 4.037428], [0.504143, -0.706883, 4.208308], [0.006935, -0.095421, 5.183795], [1.028001, -0.092015, 3.230458], [0.910792, -2.668591, 2.653408], [1.189747, -4.153443, 2.736964], [2.195396, -4.749183, 2.066451], [2.680422, -5.730563, 3.031555], [1.841813, -5.848894, 4.129974], [0.878271, -4.891107, 3.926773], [-0.635689, -2.485642, 5.865555], [1.826211, -2.020901, 2.504633]],
  "atomic_forces_ev_per_a": [[0.1, 0.0, 0.3], [-1.5, -0.5, -0.7], [-2.2, 0.7, -0.9], [0.9, -0.1, -0.5], [0.0, -0.1, 0.3], [-0.3, 0.2, 1.0], [0.1, 0.2, 0.1], [-0.4, -0.2, -0.6], [0.4, -0.4, 0.6], [0.4, 0.6, -0.2], [0.3, -0.3, -0.6], [-0.6, 0.5, -0.1], [-0.2, -0.4, 0.6], [-0.1, 0.8, -0.4], [-0.3, 0.9, 0.7], [0.8, -1.1, -2.1], [-0.1, 0.2, 1.6], [-0.6, 0.2, -0.9], [-1.1, 1.0, -0.8], [-0.6, 0.1, -0.9], [1.0, -1.4, -1.2], [-0.6, -0.6, 1.5], [3.1, 1.5, -0.4], [2.2, -1.0, 0.5], [-0.4, 0.3, 3.5], [-2.1, 0.3, -1.3], [-1.6, 2.4, -1.9], [2.5, -1.7, 1.4], [0.8, -0.4, -0.2], [0.3, -1.7, 1.5]],
  "nbo_charge": [-0.721, 0.703, -0.517, 0.711, -0.744, -0.549, -0.545, 0.226, 0.242, 0.237, 0.248, 0.242, 0.243, -0.393, 0.519, -0.464, -0.138, -0.091, -0.091, 0.493, -0.439, -0.488, -0.123, 0.095, -0.077, -0.180, -0.052, 0.089, 0.280, 0.282]
}



4.
{
  "formula": "C10H8O4Si",
  "method": "ωB97M-V/def2-TZVPD",
  "charge": -2,
  "orbital_gap_ev": [6.380, 6.380],
  "max_force_ev_per_a": 8.208,
  "homo_energy_ev": [-1.0, -1.0],
  "e_lumo_ev": [5.4, 5.4],
  "elements": ["C", "C", "C", "C", "C", "C", "C", "C", "C", "C", "O", "O", "O", "O", "Si", "H", "H", "H", "H", "H", "H", "H", "H"],
  "coordinates": [[0.761921, -0.795238, 3.210712], [0.967166, -1.601898, 2.098260], [0.323197, 0.510832, 3.028845], [0.753870, -1.119736, 0.825471], [0.120532, 1.005716, 1.761696], [0.340695, 0.207644, 0.621104], [0.318810, 0.813856, -0.666190], [-0.486210, 0.242853, -1.923726], [1.058538, 2.185749, -0.765487], [-0.555706, 0.607638, -3.341981], [2.247204, 2.162669, -1.086409], [-0.003193, 1.504199, -3.968814], [0.342724, 3.132860, -0.399540], [-1.361527, -0.277270, -3.853483], [-1.704684, -1.173773, -2.016278], [0.946356, -1.177302, 4.209955], [1.307305, -2.623425, 2.248953], [0.150347, 1.147304, 3.892772], [0.920468, -1.743437, -0.040045], [-0.190980, 2.028805, 1.608039], [-1.271750, -2.454209, -2.620370], [-3.143031, -0.923585, -2.259529], [-1.842052, -1.660250, -0.563955]],
  "atomic_forces_ev_per_a": [[0.0, -0.1, 0.1], [0.0, -0.3, 0.5], [0.0, -0.2, 0.4], [-0.2, 0.4, -0.4], [0.0, 0.0, -0.4], [0.2, -0.6, 1.4], [-3.3, -0.7, -7.5], [3.3, 1.4, 6.9], [-0.3, -0.7, 0.2], [0.3, 0.6, -0.9], [0.6, -0.1, -0.2], [0.2, 0.2, 0.1], [-0.4, 0.5, 0.2], [-0.4, -0.4, -0.1], [0.4, 0.3, 0.0], [0.0, 0.0, 0.0], [0.0, 0.0, -0.1], [0.0, 0.0, -0.1], [0.0, 0.0, -0.1], [0.0, 0.1, -0.1], [0.1, -0.4, -0.1], [-0.3, 0.0, 0.0], [0.0, -0.1, 0.0]],
  "nbo_charge": [-0.262, -0.231, -0.237, -0.180, -0.143, -0.083, 0.031, -0.550, 0.745, 0.699, -0.743, -0.696, -0.765, -0.803, 0.964, 0.182, 0.187, 0.184, 0.223, 0.240, -0.232, -0.228, -0.302]
}



5.
{
  "formula": "C10H9Br3F13NO3S",
  "method": "ωB97M-V/def2-TZVPD",
  "orbital_gap_ev": 8.561,
  "max_force_ev_per_a": 5.318,
  "homo_energy_ev": -10.4,
  "e_lumo_ev": -1.9,
  "elements": ["N", "C", "C", "C", "C", "F", "F", "C", "F", "F", "C", "F", "F", "C", "F", "F", "S", "F", "F", "F", "F", "F", "C", "O", "C", "O", "O", "H", "H", "H", "H", "H", "H", "H", "H", "C", "Br", "Br", "Br", "H"],
  "coordinates": [[4.559508, 0.019665, 1.661918], [4.052048, 0.751168, 0.453448], [2.436108, 0.910209, 0.410387], [2.007019, 1.178443, -1.118575], [0.509926, 1.757130, -1.269545], [0.411015, 2.286419, -2.580012], [0.435869, 2.854256, -0.334450], [-0.627334, 0.633246, -0.940418], [-0.064799, -0.598151, -1.349474], [-0.685484, 0.632832, 0.498160], [-2.051236, 0.976271, -1.592582], [-2.045672, 0.916367, -3.022740], [-2.202283, 2.391879, -1.342761], [-3.332858, 0.319552, -0.916323], [-3.545029, 0.774184, 0.424802], [-4.461903, 0.840237, -1.632768], [-3.482706, -1.533754, -0.904779], [-4.616021, -1.397723, 0.350386], [-2.264298, -1.768639, 0.196177], [-2.520736, -1.773858, -2.229848], [-4.798186, -1.419850, -1.962963], [-3.750868, -3.179950, -0.873399], [4.720134, -0.060561, -0.777509], [6.161461, 0.131589, -0.532104], [6.172205, 1.434771, 0.081412], [7.162489, 2.077541, 0.465524], [4.840518, 1.974875, 0.282060], [4.423372, 0.678111, 2.443575], [3.995608, -0.825694, 1.842240], [2.156095, 1.759471, 1.119265], [1.962295, -0.048052, 0.820095], [2.692105, 2.034317, -1.489484], [2.223273, 0.298693, -1.819658], [4.440421, -1.168937, -0.857576], [4.626031, 0.423366, -1.824369], [-5.888276, -2.819083, 3.548906], [-6.071267, -4.749470, 3.505386], [-7.515438, -1.953773, 4.152795], [-4.348361, -2.264753, 4.589986], [-5.714743, -2.492343, 2.524815]],
  "atomic_forces_ev_per_a": [[-1.1, 1.4, -0.2], [0.1, -2.0, -1.5], [1.0, 0.1, -0.6], [0.2, 1.1, 0.3], [2.0, 0.9, 0.1], [-0.4, -1.0, 2.5], [-0.5, -2.3, -2.2], [2.0, 0.3, 1.0], [-1.7, 2.2, 0.7], [-0.4, -0.3, -3.3], [0.3, 2.9, -1.1], [0.0, -0.8, 3.8], [0.2, -3.2, -0.1], [-2.9, 3.4, 0.7], [1.4, -1.1, -3.5], [3.1, -1.1, 1.7], [-3.3, -4.2, -0.2], [2.0, -0.3, -1.8], [-1.7, 0.9, -2.1], [-0.8, 0.8, 2.3], [2.3, -0.6, 1.6], [0.6, 2.6, 0.0], [-0.2, -0.2, -1.0], [-1.6, 3.2, 1.5], [2.6, 1.5, 1.3], [-3.8, -2.9, -2.0], [1.0, -2.5, 0.4], [0.1, -0.6, -0.2], [0.3, 0.7, -0.2], [0.3, -1.0, -1.2], [0.8, 1.3, -0.6], [-1.3, -1.2, 0.5], [-0.7, 1.2, 1.2], [0.7, 1.6, 0.4], [-0.7, -0.7, 1.8], [0.0, 0.0, -0.1], [0.0, 0.4, 0.1], [0.3, -0.2, -0.1], [-0.3, -0.1, -0.2], [0.0, -0.1, 0.3]],
  "nbo_charge": [-0.852, 0.385, -0.444, -0.477, 0.667, -0.327, -0.338, 0.592, -0.311, -0.314, 0.592, -0.284, -0.304, 0.462, -0.283, -0.287, 2.269, -0.452, -0.430, -0.435, -0.442, -0.415, -0.131, -0.489, 0.971, -0.543, -0.525, 0.376, 0.373, 0.255, 0.229, 0.258, 0.245, 0.212, 0.202, -0.491, 0.089, 0.090, 0.084, 0.227]
}



6.
{
  "formula": "C10H9Cl2IO3",
  "method": "ωB97M-V/def2-TZVPD",
  "smiles": "C/C(Cl)=C(/Cl)C1=C(CCCI)C(=O)OC1=O",
  "orbital_gap_ev": 8.516,
  "max_force_ev_per_a": 1.421,
  "homo_energy_ev": -9.5,
  "e_lumo_ev": -1.0,
  "elements": ["C", "C", "Cl", "C", "Cl", "C", "C", "C", "C", "C", "I", "C", "O", "O", "C", "O", "H", "H", "H", "H", "H", "H", "H", "H", "H"],
  "coordinates": [[-2.325396, 1.614525, 0.441634], [-2.312403, 0.853928, -0.832692], [-3.246662, 1.567484, -2.080167], [-1.666889, -0.298579, -1.024968], [-1.825671, -1.133368, -2.541868], [-0.838026, -0.997976, -0.072047], [0.197535, -0.606657, 0.671327], [0.858758, 0.711131, 0.741350], [2.339299, 0.613618, 0.342136], [2.517909, -0.005759, -1.026343], [1.661801, 1.200186, -2.588312], [0.667959, -1.799911, 1.439084], [1.330919, -1.852369, 2.439451], [0.153372, -2.908904, 0.792864], [-1.029848, -2.464153, 0.192694], [-1.975468, -3.179373, 0.023829], [-1.703361, 2.497278, 0.313566], [-1.922216, 1.052802, 1.268326], [-3.314844, 1.988597, 0.656700], [0.771807, 1.082165, 1.758055], [0.401520, 1.429605, 0.080779], [2.687674, 1.637624, 0.285015], [2.916782, 0.085980, 1.090511], [3.567161, -0.094227, -1.265260], [2.088287, -0.993647, -1.105661]],
  "atomic_forces_ev_per_a": [[0.4, 0.5, -0.2], [0.1, -0.3, 0.3], [-0.1, 0.1, -0.2], [-0.6, 0.2, -0.8], [0.2, -0.1, 0.0], [0.0, -0.6, 0.3], [-0.3, 0.3, -0.2], [0.5, -0.2, 0.4], [-0.7, 0.5, -0.3], [0.3, 0.0, 0.0], [0.0, -0.2, 0.1], [0.7, 0.0, 0.5], [-0.4, 0.0, -1.2], [-0.6, -0.2, 0.9], [-0.7, -0.8, -0.4], [1.2, 0.8, 0.0], [0.1, 0.2, 0.0], [0.0, -0.3, 0.3], [-0.4, -0.1, 0.2], [0.1, 0.2, 0.2], [-0.4, 0.1, -0.2], [0.4, 0.2, 0.2], [0.1, -0.3, 0.1], [0.2, 0.1, -0.2], [-0.3, -0.2, -0.1]],
  "nbo_charge": [-0.654, 0.011, 0.051, -0.098, 0.042, -0.132, -0.027, -0.462, -0.425, -0.495, 0.064, 0.759, -0.505, -0.501, 0.768, -0.482, 0.232, 0.228, 0.243, 0.245, 0.236, 0.222, 0.234, 0.231, 0.215]
}